13
Properties=species:S:1:pos:R:3 method="wB97M-V/def2-TZVPD" homo_lumo_gap_ev=11.1 molar_mass_g_mol=104.09 e_above_lowest_kcal_mol=7.99 largest_force_ev_per_a=5.822 charge=+1
N -0.04122 0.78782 -0.05679
H -0.64504 0.33292 2.04012
H 0.74485 1.19585 1.69903
O 2.21573 3.45627 3.56426
C 1.74882 2.64045 2.92644
O 0.16778 -1.47911 -0.31756
H 0.54300 -0.42514 1.46583
N 0.14636 0.43921 1.36048
H -0.06167 -1.07779 -2.59449
N -0.24372 -0.16717 -2.14147
C -0.03878 -0.28228 -0.78054
H -0.40289 0.61693 -2.65816
H 0.44690 -2.12571 -0.98421

45
Properties=species:S:1:pos:R:3 method="wB97M-V/def2-TZVPD" homo_lumo_gap_ev=8.7 molar_mass_g_mol=286.25 e_above_lowest_kcal_mol=30.05 largest_force_ev_per_a=1.899 charge=-1
H 1.36561 4.21130 -0.94027
O 0.46955 4.10231 -1.31915
H 0.35473 2.73386 0.47633
H -3.59550 0.28612 -0.72321
O 4.53582 0.63950 -1.17088
O 2.68193 -1.33322 -0.92727
H 0.64245 3.14099 -1.47523
O -1.34170 -0.38938 3.90551
H -1.83762 1.11104 1.61124
H -2.03364 -0.58281 3.24877
H 0.32046 -1.12973 -2.51388
O 1.27055 -1.30065 3.88580
H -1.65693 2.62133 2.28630
N 0.10166 1.99698 1.14975
H -1.35865 0.94991 -2.56757
H 0.30789 -1.45934 3.88231
H -3.30774 -1.13660 1.25234
O -1.46412 -2.70485 -0.20123
H 1.49498 -1.64850 3.01362
O 1.65868 -2.72939 1.09482
H 2.14878 -1.40868 -1.74043
H -1.86338 2.42218 0.42602
H 4.03258 1.00291 -1.90344
O -3.07946 -0.43077 -0.35192
H -1.73222 2.32807 -2.84812
O -3.01830 -1.62433 2.06212
H -2.15449 -0.30592 -0.72656
H -2.34304 -2.71687 -0.58931
H 1.00513 -0.52912 -3.70262
H 0.32247 -0.15785 1.08967
O 1.02381 -1.33938 -3.18671
O 0.64003 1.42168 -1.74445
C 0.18759 0.57807 -0.92752
C 0.59242 0.73566 0.52694
H 4.37336 1.02863 -0.30313
H 0.87687 -2.46795 0.61574
H -2.36796 -2.22504 1.65530
H 1.66025 0.90018 0.68143
H 3.45499 -0.77208 -1.11277
C -1.35301 2.06580 1.38624
H 2.34046 -2.48205 0.44506
H -0.86153 0.37987 3.59706
O -2.15538 1.46802 -2.76476
O -0.62035 -0.35050 -1.25834
H -1.07558 -1.84163 -0.46922

91
Properties=species:S:1:pos:R:3 method="wB97M-V/def2-TZVPD" s_squared=6.013 homo_lumo_gap_ev="7.2 / 7.3" molar_mass_g_mol=824.37 multiplicity=5 e_above_lowest_kcal_mol=2.69 largest_force_ev_per_a=0.184 charge=0
C 4.54577 0.04202 -0.84414
H 5.09843 -7.19779 -0.64383
H -1.83624 -0.74812 -3.22441
C 4.83605 -6.14774 -0.64764
Ge -3.48241 1.59769 -0.49937
H -5.96344 -2.36357 1.49305
C -1.06597 -0.54161 -1.24816
H -8.33172 4.64679 -1.76556
C 8.14162 0.87139 -1.55991
H -3.02227 1.47949 2.49097
H -0.54612 2.44253 -1.01312
C -0.21951 4.26898 0.05357
C -3.65960 0.63041 2.26404
C -7.52040 3.01428 -0.63369
H 9.07033 0.35677 -1.77298
O -1.17910 0.08855 -0.18442
C -2.79189 3.95259 1.01558
C -0.94189 -2.30731 1.60645
C -6.37801 2.28681 -0.31825
H -5.14873 -0.93883 -0.33572
N 0.15634 -2.70998 0.95319
H -3.97481 0.63858 -2.75514
H 0.16916 0.24723 1.42072
C -4.11185 -0.17953 3.30035
H 1.82335 -5.29066 1.99691
N 0.08493 -3.77076 0.14702
C -2.27928 3.00428 0.12828
C 3.71512 -4.29663 0.39591
H 3.74520 -6.29340 1.18997
C -7.44382 4.07830 -1.51914
H -4.13398 3.97349 -2.20032
C -4.84288 -0.71895 0.68242
H -3.81410 3.86160 1.36939
H 5.22350 -3.32075 -2.46768
H -5.30501 -1.88741 3.83327
H -6.15132 5.24803 -2.77242
C 5.76057 2.18718 -1.00804
C 3.33343 0.73369 -0.59499
H -6.45947 1.46273 0.38221
C 6.94341 2.91578 -1.22973
H -1.68944 -0.72754 2.55313
C -5.14181 2.60595 -0.87732
C -2.22411 -0.51992 -2.23168
C 5.77549 0.78154 -1.06754
H -8.46996 2.75013 -0.18431
N 4.69183 -1.30866 -0.82978
C 4.06410 -5.63937 0.39122
H 0.77815 4.40435 -0.34603
H 0.53523 0.05381 3.05860
H -3.83206 0.04312 4.32314
H 3.26548 -4.96023 2.99224
C 4.13659 -3.46957 -0.65079
C 2.46718 -4.50393 2.40187
O -0.06990 -1.26610 -1.57537
O 2.19367 0.17533 -0.43550
C -6.22038 4.41441 -2.08433
N -0.81441 -1.19875 2.35112
Cr 1.66679 -1.68945 -0.65185
H 6.90484 3.99803 -1.17928
H -0.14114 6.04239 1.26069
C -3.02953 0.77474 -2.22600
H 1.88128 -3.84212 3.03369
C -4.01170 0.37105 0.93764
H 7.02539 -0.93870 -1.38690
C 3.38286 2.16881 -0.50581
C -2.02463 5.02908 1.43974
C -5.30772 -1.52972 1.71419
H 5.86492 -5.72887 -2.48296
C 5.26599 -5.32821 -1.67636
C 8.12233 2.27278 -1.50476
C -4.93885 -1.26433 3.02709
O 2.99298 -3.68931 1.37185
C -0.97740 3.17367 -0.34175
H 4.53329 3.93392 -0.63978
C -0.73691 5.19296 0.95023
H -2.86043 -1.36734 -1.95176
N 3.72252 -2.09837 -0.64345
C 6.99871 0.14044 -1.34659
H -2.48933 1.55259 -2.77501
C 4.52838 2.85115 -0.70625
O -0.71683 -4.68206 0.25688
C 4.91235 -3.98549 -1.67229
H -2.21897 -3.77022 1.07903
N -2.13627 -2.89032 1.56000
H 2.44944 2.66334 -0.27125
H 9.02935 2.83729 -1.67620
H -2.43843 5.74827 2.13579
N 0.32896 -0.40762 2.18622
O 0.96588 -3.76625 -0.73457
H -2.95212 -2.40833 1.90871
C -5.08506 3.68543 -1.76217

101
Properties=species:S:1:pos:R:3 method="wB97M-V/def2-TZVPD" homo_lumo_gap_ev=9.3 molar_mass_g_mol=763.01 e_above_lowest_kcal_mol=111.62 smiles="CCOS(C)(=O)=O.CCOS(C)(=O)=O.O=S1(=O)OCCO1.c1ccccc1.c1ccccc1.c1ccccc1.c1ccccc1.c1ccccc1" largest_force_ev_per_a=4.563 charge=0
C -1.30465 6.53893 -4.56831
H -4.13911 9.08725 -6.65317
H -1.24586 -4.43450 5.57505
H -7.44744 -1.77953 -8.60489
H -0.98933 -6.83915 9.05821
O -8.06388 -2.60759 -3.78254
C -8.73197 -1.66692 -6.78401
O -4.48290 1.61364 6.38468
H -4.31649 -3.87935 0.74693
C 8.92668 4.91207 -3.27149
S -7.64711 -1.35600 -4.36613
C 0.34088 0.23293 1.03441
H 0.47801 -0.03089 3.12360
H 10.94168 5.33077 -2.48336
O -2.26276 6.69170 -7.34358
H 7.49913 1.87256 -3.33546
C -2.63352 -7.24198 7.77257
O -3.48077 0.19764 4.51068
H -0.09955 -5.05342 7.55419
H 0.40483 0.63087 -1.06141
C -4.48771 -4.71686 0.08689
C 7.97114 3.93261 -3.46221
C 0.97791 0.65047 -0.14620
O -1.58198 9.14556 -7.46643
H -2.33977 6.19745 -4.56425
H -3.26184 4.51654 5.18688
H -0.68803 -0.06799 0.90330
H -4.19962 -7.43637 6.35857
C 2.94302 1.26463 1.18643
H 11.41771 2.94205 -1.93750
C 11.09042 -2.10030 3.86459
H -2.38413 3.69211 6.84872
C 10.47361 3.23076 -2.37537
C -3.51147 -6.27657 -1.41022
H 11.29205 -2.80118 7.16833
S -3.49532 1.47554 5.28036
O -3.61740 2.79461 4.23919
C -1.05635 -5.51373 7.35659
C 10.92284 -2.35311 6.25767
H 2.85381 0.92771 3.26740
C 9.17315 -1.32538 5.03662
H -2.65084 -6.53058 -2.01121
H -5.40274 -2.12735 -4.21834
H -9.08717 -1.72569 -8.97039
H 11.52072 -2.44107 2.93446
O -8.39512 -0.11752 -4.10131
H -5.46407 -0.37092 -4.60328
H -4.89950 -7.64159 -2.44462
O -2.00790 1.88241 5.86227
H -6.81759 -6.85316 -1.43863
H 2.77616 1.66898 -0.93422
C -4.78393 -6.77931 -1.80470
H 12.55034 -3.05991 5.14460
H -4.17509 7.55184 -5.56048
H -0.94771 6.86332 -3.59084
C -3.37872 -5.16049 -0.64652
H 7.02784 4.24719 -3.88371
C -0.45132 5.34116 -5.01745
H 8.98101 -1.86634 7.15003
O -1.18789 7.72031 -5.30582
H 0.60620 5.60046 -5.06741
H -9.48336 -0.97286 -6.40749
C -8.36053 -1.26932 -8.29820
C -1.47349 -6.56893 8.13140
C -2.66209 3.73023 4.72851
H -6.59393 -5.08932 0.39727
C -2.90627 -5.87959 5.84796
C -1.90263 3.24719 5.97791
H -2.35354 -4.84672 -0.51634
C 11.67897 -2.42450 5.08655
C 9.50466 2.24017 -2.62468
H -8.28544 -0.20342 -8.51342
O -7.47380 -1.51171 -6.01605
H -5.63926 -1.04341 -2.86779
C 8.26674 2.61937 -3.19610
C 9.62749 -1.77269 6.28997
H 9.68342 1.23787 -2.26435
H -2.10656 4.26385 3.95732
H -3.45922 8.94548 -4.92735
C 2.37447 0.71208 2.32394
H 8.71077 5.94160 -3.51611
C -1.74781 -5.16871 6.18773
C -3.68037 8.46832 -5.88208
C -5.90529 -6.34185 -1.16903
C -5.73935 -5.34828 -0.21021
H 8.12401 -1.06908 5.03174
C 10.14629 4.60652 -2.57938
H -0.83292 3.44018 5.89697
H 3.94394 1.67018 1.19525
C 1.05639 0.21459 2.24517
H -3.05287 -8.11810 8.24476
H 9.34844 -1.17421 2.95885
H -3.57989 -5.55623 5.06816
H -9.04017 -2.70601 -6.66835
C -5.81597 -1.15869 -3.93719
C 2.29649 1.18899 -0.09403
S -2.07117 7.98313 -6.71406
H -0.66827 5.01684 -6.03522
C 9.85296 -1.53808 3.84172
H -0.51117 4.51866 -4.30469
C -3.32026 -6.88288 6.65315

19
Properties=species:S:1:pos:R:3 method="wB97M-V/def2-TZVPD" homo_lumo_gap_ev=10.3 molar_mass_g_mol=100.16 e_above_lowest_kcal_mol=31.49 smiles=CCC[C@H]1C[C@H]1O largest_force_ev_per_a=0.318 charge=0
H -2.54747 -0.33392 0.95241
H -0.43309 -1.20908 1.93897
H -0.58104 -1.58607 0.22631
H -1.02217 1.84056 -0.51973
H -2.63692 1.21224 -0.85002
H 0.43634 0.45975 -2.34720
H 1.81090 -1.89711 -0.20636
H 1.97786 1.11536 -0.81774
O 0.84458 -0.28796 -1.89239
H -1.56920 0.95321 1.62459
H -1.22231 0.27111 -1.31785
C 0.89566 -0.10111 0.67521
C 1.44443 0.17253 -0.71174
C 2.05736 -0.89067 0.12338
H 3.06240 -0.75965 0.50768
C -0.43960 -0.76051 0.93530
C -1.62841 0.92836 -0.54729
C -1.61219 0.21733 0.80981
H 1.16285 0.65563 1.41663

8
Properties=species:S:1:pos:R:3 method="wB97M-V/def2-TZVPD" homo_lumo_gap_ev="7.5 / 8.0" molar_mass_g_mol=143.97 e_above_lowest_kcal_mol=116.46 largest_force_ev_per_a=2.799 charge=0
Br -0.82925 -2.18064 1.29962
H 1.14590 2.04646 2.35375
N -0.75749 -0.40525 0.79112
C 0.14910 0.42241 1.21184
C 0.82493 1.17787 1.87787
C -0.20605 -0.26588 -2.58361
H 0.20260 -0.36001 -3.52141
C -0.52974 -0.43496 -1.42917